# C5H2F9O6S

2 unconnected molecules or ions with the total composition C5H2F9O6S at a distorted geometry (wB97M-V/def2-TZVPD, the OMol25 dataset).

## Properties
net charge: -1
molar mass: 361.11 g mol⁻¹
ΔE to the lowest compared entry with this formula, charge and spin: 0.0 kcal per mole
LUMO energy: 2.8 eV

Positions of all 23 atoms, in Å:
O: 0.720 -0.563 2.715
C: -0.465 -0.657 2.681
O: -1.203 -1.688 3.036
O: -1.325 0.432 2.297
S: -0.925 1.200 0.960
O: 0.350 1.817 1.081
O: -2.004 2.074 0.658
C: -0.843 -0.110 -0.337
F: 0.121 -0.991 -0.083
F: -2.009 -0.772 -0.236
C: -0.735 0.415 -1.805
F: -1.339 1.583 -1.984
F: -1.382 -0.485 -2.558
C: 0.694 0.500 -2.413
F: 1.246 -0.705 -2.530
F: 0.505 0.961 -3.665
C: 1.708 1.467 -1.750
F: 2.678 1.683 -2.659
F: 1.163 2.635 -1.459
F: 2.279 0.906 -0.695
H: -1.034 -2.429 2.417
O: 0.470 -3.855 3.144
H: 1.330 -3.417 3.187

natural (NBO) analysis output, partial charges in e: number 1, O, carries -0.508; number 2, C, carries 0.969; number 3, O, carries -0.682; number 4, O, carries -0.710; number 5, S, carries 2.321; number 6, O, carries -0.898; number 7, O, carries -0.902; number 8, C, carries 0.386; number 9, F, carries -0.281; number 10, F, carries -0.299; number 11, C, carries 0.583; number 12, F, carries -0.284; number 13, F, carries -0.294; number 14, C, carries 0.551; number 15, F, carries -0.284; number 16, F, carries -0.304; number 17, C, carries 0.924; number 18, F, carries -0.316; number 19, F, carries -0.290; number 20, F, carries -0.283; number 21, H, carries 0.558; number 22, O, carries -1.357; number 23, H, carries 0.399